(1)
3 unconnected molecules or ions with the total composition C20H45N2O3 in a non-equilibrium geometry. Source: OMol25; level of theory: wB97M-V/def2-TZVPD.

For the HOMO-LUMO gap, the calculation gives 8.52 eV. Its charge is +1. The lowest unoccupied orbital energy is -2.9 eV. The energy above the lowest of the compared OMol25 structures with the same formula, charge and spin comes out at 152.82 kcal per mole.

Last column: Löwdin charge in e.
Geometry (Å):
C (-3.000, -3.346, -3.613)  -0.042
C (-2.019, -2.191, -2.982)  -0.281
O (-1.279, -1.483, -3.872)  -0.063
N (-1.901, -1.855, -1.501)  -0.182
C (-1.602, -3.072, -0.655)  -0.098
C (-3.105, -1.078, -1.012)  -0.181
C (-2.498, 0.343, -0.377)  -0.164
C (-2.289, 1.492, -1.574)  -0.203
C (-1.902, 2.914, -0.897)  -0.153
C (-0.515, 3.621, -1.357)  -0.258
C (0.381, 3.934, 0.016)  -0.146
C (1.210, 2.635, 0.571)  -0.179
C (1.993, 1.947, -0.694)  -0.158
C (1.084, 1.748, -2.043)  -0.131
N (0.265, 2.949, -2.455)  0.025
H (-3.137, -4.297, -2.928)  0.082
H (-2.472, -3.746, -4.604)  0.106
H (-4.063, -2.939, -3.954)  0.103
H (-0.455, -3.032, -0.331)  0.103
H (-2.208, -3.101, 0.373)  0.103
H (-1.780, -4.103, -1.189)  0.091
H (-3.875, -0.871, -1.900)  0.143
H (-3.696, -1.586, -0.139)  0.123
H (-1.483, 0.198, 0.187)  0.111
H (-3.353, 0.738, 0.355)  0.127
H (-3.377, 1.610, -2.052)  0.128
H (-1.603, 1.106, -2.434)  0.087
H (-1.923, 2.788, 0.290)  0.127
H (-2.794, 3.672, -1.128)  0.137
H (-0.801, 4.705, -1.769)  0.170
H (-0.344, 4.330, 0.865)  0.134
H (1.096, 4.851, -0.238)  0.130
H (2.060, 3.066, 1.290)  0.131
H (0.561, 1.861, 1.181)  0.122
H (2.299, 0.850, -0.337)  0.141
H (3.033, 2.470, -0.959)  0.122
H (0.484, 0.752, -1.917)  0.139
H (1.854, 1.551, -2.934)  0.161
H (-0.394, 2.721, -3.258)  0.196
H (0.929, 3.679, -2.856)  0.202
C (-2.649, -6.396, 3.875)  -0.080
C (-2.760, -4.926, 3.507)  -0.283
O (-3.839, -4.644, 2.618)  -0.184
C (-5.149, -4.940, 3.093)  -0.279
C (-5.534, -4.153, 4.333)  -0.082
H (-2.619, -7.019, 2.975)  0.084
H (-1.744, -6.576, 4.462)  0.080
H (-3.505, -6.725, 4.471)  0.069
H (-1.844, -4.626, 2.988)  0.111
H (-2.830, -4.298, 4.401)  0.107
H (-5.261, -6.016, 3.256)  0.108
H (-5.839, -4.676, 2.283)  0.118
H (-4.929, -4.446, 5.197)  0.068
H (-6.585, -4.327, 4.586)  0.081
H (-5.381, -3.081, 4.175)  0.080
C (6.603, 3.294, 1.649)  -0.080
C (6.900, 2.332, 0.512)  -0.273
O (6.008, 2.466, -0.592)  -0.182
C (5.998, 3.728, -1.254)  -0.295
C (7.336, 4.097, -1.870)  -0.077
H (5.554, 3.222, 1.953)  0.075
H (7.239, 3.074, 2.512)  0.082
H (6.787, 4.331, 1.354)  0.068
H (6.785, 1.307, 0.881)  0.120
H (7.938, 2.425, 0.175)  0.110
H (5.645, 4.510, -0.575)  0.104
H (5.254, 3.652, -2.054)  0.106
H (8.096, 4.271, -1.101)  0.072
H (7.245, 5.013, -2.463)  0.081
H (7.702, 3.292, -2.514)  0.087


(2)
3 unconnected molecules or ions with the total composition C20H45N2O7. Source: OMol25; level of theory: wB97M-V/def2-TZVPD.

For the HOMO-LUMO gap, the calculation gives 6.89 eV. Its charge is -1. The lowest unoccupied orbital energy is 2.4 eV.

Last column: Löwdin charge in e.
Geometry (Å):
C (2.490, -3.964, 2.027)  -0.099
O (3.473, -3.486, 1.122)  -0.204
C (3.097, -2.375, 0.317)  -0.210
C (3.763, -1.070, 0.782)  -0.174
C (2.840, 0.134, 0.972)  -0.220
C (1.794, -0.027, 2.091)  -0.188
C (0.323, 0.155, 1.695)  -0.213
C (-0.148, -0.675, 0.504)  -0.131
C (-0.411, -2.178, 0.831)  -0.782
O (-0.323, -2.952, -0.138)  -0.064
O (-0.698, -2.437, 2.015)  -0.065
H (1.635, -3.288, 2.126)  0.061
H (2.960, -4.096, 3.009)  0.077
H (2.105, -4.931, 1.678)  0.086
H (3.415, -2.612, -0.706)  0.118
H (2.004, -2.292, 0.295)  0.091
H (4.269, -1.288, 1.732)  0.114
H (4.554, -0.799, 0.068)  0.096
H (3.482, 0.998, 1.193)  0.097
H (2.334, 0.380, 0.031)  0.082
H (2.017, 0.703, 2.879)  0.100
H (1.909, -1.015, 2.558)  0.104
H (-0.288, -0.171, 2.544)  0.099
H (0.121, 1.223, 1.529)  0.095
H (-1.084, -0.265, 0.104)  0.107
H (0.565, -0.657, -0.328)  0.087
C (5.286, 6.775, -0.240)  -0.121
O (4.322, 6.853, -1.265)  -0.193
C (4.695, 6.250, -2.496)  -0.222
C (3.925, 4.976, -2.760)  -0.226
N (4.301, 3.928, -1.831)  -0.051
C (3.530, 2.694, -1.932)  -0.194
C (2.024, 2.759, -1.716)  -0.223
O (1.642, 3.029, -0.386)  -0.186
C (1.627, 4.383, -0.004)  -0.102
H (4.956, 7.436, 0.560)  0.086
H (5.394, 5.763, 0.166)  0.080
H (6.268, 7.108, -0.592)  0.085
H (5.772, 6.046, -2.498)  0.120
H (4.478, 6.967, -3.292)  0.119
H (4.166, 4.644, -3.776)  0.124
H (2.853, 5.221, -2.746)  0.106
H (4.254, 4.280, -0.883)  0.074
H (3.934, 1.989, -1.202)  0.111
H (3.706, 2.262, -2.924)  0.119
H (1.622, 1.769, -1.944)  0.122
H (1.537, 3.473, -2.395)  0.112
H (1.287, 5.029, -0.822)  0.087
H (2.607, 4.742, 0.332)  0.073
H (0.930, 4.474, 0.829)  0.089
C (-6.628, -4.207, -2.406)  -0.125
O (-7.195, -4.118, -1.120)  -0.196
C (-6.647, -5.014, -0.158)  -0.223
C (-5.773, -4.308, 0.853)  -0.235
N (-4.556, -3.813, 0.248)  -0.042
C (-3.668, -3.049, 1.125)  -0.185
C (-4.216, -1.808, 1.808)  -0.209
O (-4.479, -0.710, 0.942)  -0.178
C (-5.702, -0.770, 0.254)  -0.125
H (-7.256, -3.620, -3.075)  0.083
H (-5.606, -3.814, -2.449)  0.081
H (-6.606, -5.243, -2.761)  0.084
H (-6.070, -5.793, -0.669)  0.119
H (-7.487, -5.487, 0.360)  0.116
H (-5.503, -5.041, 1.623)  0.124
H (-6.383, -3.536, 1.348)  0.101
H (-4.778, -3.267, -0.574)  0.074
H (-2.790, -2.764, 0.547)  0.100
H (-3.290, -3.716, 1.905)  0.123
H (-3.437, -1.467, 2.492)  0.120
H (-5.122, -2.016, 2.396)  0.106
H (-6.496, -1.196, 0.879)  0.081
H (-5.646, -1.360, -0.668)  0.073
H (-5.978, 0.251, -0.014)  0.082


(3)
A molecular structure, C20H45N4PdSi4. Source: OMol25; level of theory: wB97M-V/def2-TZVPD.

For the HOMO-LUMO gap (alpha / beta), the calculation gives 6.95 / 7.29 eV. Its spin multiplicity is 3. The expectation value of S² is 2.008. Its charge is +1. The lowest unoccupied orbital energy (alpha / beta) is -2.3 / -3.4 eV.

Last column: Löwdin charge in e.
Geometry (Å):
Pd (0.358, -0.041, 0.443)  0.672
C (-2.213, 1.116, -1.072)  -0.177
C (-2.622, -0.164, -0.331)  -0.186
N (-1.954, -0.295, 0.981)  -0.104
C (-2.063, -1.649, 1.551)  -0.137
C (-1.196, -2.645, 0.802)  -0.256
C (-1.448, -4.005, 0.755)  0.002
C (-0.582, -4.812, 0.035)  -0.023
C (0.487, -4.251, -0.650)  0.005
C (0.682, -2.885, -0.559)  -0.246
C (1.801, -2.139, -1.258)  -0.135
N (1.435, -0.737, -1.517)  -0.114
C (0.409, -0.575, -2.566)  -0.190
C (-0.170, 0.831, -2.577)  -0.175
N (-0.753, 1.217, -1.270)  -0.108
N (-0.138, -2.132, 0.176)  0.050
H (-2.550, 1.990, -0.514)  0.117
H (-2.736, 1.140, -2.032)  0.121
H (-2.338, -1.026, -0.938)  0.111
H (-3.712, -0.193, -0.228)  0.128
H (-2.343, 0.376, 1.635)  0.115
H (-3.098, -2.009, 1.563)  0.132
H (-1.723, -1.604, 2.587)  0.105
H (-2.307, -4.421, 1.265)  0.125
H (-0.756, -5.878, -0.016)  0.120
H (1.151, -4.860, -1.249)  0.124
H (2.081, -2.669, -2.175)  0.133
H (2.675, -2.136, -0.601)  0.110
H (2.270, -0.217, -1.759)  0.105
H (-0.390, -1.291, -2.365)  0.113
H (0.814, -0.816, -3.555)  0.130
H (-0.904, 0.905, -3.382)  0.122
H (0.626, 1.541, -2.810)  0.121
H (-0.409, 2.102, -0.966)  0.068
C (4.375, -2.282, 2.177)  -0.219
Si (4.150, -0.425, 1.953)  0.332
C (5.221, 0.465, 3.208)  -0.208
C (4.749, 0.033, 0.217)  -0.213
Si (1.888, 0.113, 2.253)  0.393
Si (1.121, -0.659, 4.322)  0.327
C (2.346, -0.305, 5.696)  -0.213
C (0.852, -2.520, 4.217)  -0.210
C (-0.536, 0.155, 4.710)  -0.218
Si (1.438, 2.410, 1.892)  0.311
C (2.256, 3.373, 3.281)  -0.210
C (2.168, 3.035, 0.265)  -0.212
C (-0.390, 2.888, 2.011)  -0.216
H (5.423, -2.558, 2.035)  0.037
H (3.778, -2.862, 1.467)  0.014
H (4.084, -2.595, 3.182)  0.019
H (6.264, 0.149, 3.127)  0.039
H (4.888, 0.262, 4.228)  0.014
H (5.189, 1.546, 3.054)  0.022
H (5.496, -0.686, -0.128)  0.035
H (5.223, 1.016, 0.213)  0.030
H (3.941, 0.057, -0.512)  -0.015
H (3.293, -0.819, 5.519)  0.019
H (1.962, -0.636, 6.664)  0.037
H (2.558, 0.764, 5.769)  0.029
H (1.782, -3.050, 4.001)  0.020
H (0.137, -2.785, 3.433)  0.002
H (0.466, -2.901, 5.167)  0.039
H (-0.408, 1.199, 5.006)  0.028
H (-1.035, -0.362, 5.534)  0.039
H (-1.205, 0.138, 3.849)  -0.009
H (3.336, 3.222, 3.318)  0.021
H (1.844, 3.094, 4.254)  0.027
H (2.072, 4.443, 3.138)  0.039
H (3.231, 2.790, 0.204)  0.023
H (2.077, 4.121, 0.176)  0.039
H (1.691, 2.582, -0.609)  -0.009
H (-0.824, 2.508, 2.939)  0.017
H (-1.000, 2.518, 1.187)  -0.020
H (-0.481, 3.978, 2.031)  0.041